Entry 1:
Here is 14 unconnected molecules or ions with the total composition C43H73Br26N2O7S from the OMol25 dataset. Energies are from wB97M-V/def2-TZVPD.

**M**: 2839.64 u
**Strongest force on any atom**: 0.0468 Eh/bohr
**E_HOMO**: -10.96 eV
**LUMO level**: -1.80 eV

```
! wB97M-V def2-TZVPD RIJCOSX def2/J DEFGRID3
* xyz 1 1
C -8.75 1.32 -3.11
H -8.36 -2.03 1.99
H -11.10 -5.44 1.83
H -0.24 -0.74 -1.53
Br -9.17 4.14 -2.81
Br -8.94 2.09 2.96
Br 10.38 -3.69 -0.53
H 9.69 -6.53 -0.33
Br -3.05 6.87 3.70
H -2.41 0.84 5.97
C -1.37 2.42 -1.28
C 4.97 1.09 -2.58
C 0.60 3.65 1.77
Br 3.56 -5.21 1.02
C -10.56 -5.45 0.89
Br -2.00 5.60 -6.53
H -2.51 -1.15 -2.22
H -3.25 -0.24 4.85
H -6.30 4.81 3.59
Br 8.61 -5.89 1.82
C -2.68 2.20 -1.66
H 7.16 -4.39 -6.25
H 3.65 2.55 -3.55
H -2.51 9.28 3.89
H -1.39 2.01 3.90
C -9.26 -6.21 1.04
H -0.80 9.57 2.18
H 10.38 1.38 -0.44
C 8.90 -0.02 -1.18
H 0.33 4.82 -6.96
C 4.60 1.69 -1.24
C 2.74 1.93 0.35
C 6.09 -4.46 -0.13
Br 5.47 -2.94 -5.19
H -4.14 0.80 -2.34
C -0.67 3.10 -6.09
C -0.48 1.35 -1.25
Br -7.26 -2.27 5.65
H -4.76 -4.11 0.59
C 5.70 -5.78 -5.55
Br -6.07 -2.90 2.21
H -1.14 8.29 4.42
Br 0.09 3.51 -4.33
H 6.05 1.17 -2.64
H 2.01 1.82 -5.22
O 1.41 4.40 1.28
H 4.75 0.02 -2.57
Br 5.49 -3.00 -1.27
Br -8.45 -6.58 -0.69
C -1.67 0.97 3.97
H 10.97 0.23 -1.67
H 2.07 1.15 -2.70
C 0.66 2.14 1.60
C -5.08 -4.49 -0.39
O 4.97 -0.29 1.92
O -0.42 4.05 2.52
H 3.26 3.18 1.96
H -9.44 -7.18 1.49
Br -4.76 -1.79 -1.31
C 3.60 2.24 1.54
C -1.88 8.43 3.64
H -5.80 -3.82 -2.31
H 4.89 -5.63 -6.26
Br 7.48 0.93 -0.24
Br 9.87 2.17 -2.74
H 5.17 2.38 -4.36
H -3.40 3.01 -1.71
C 2.05 1.39 -1.66
Br -10.24 -3.58 0.46
H 11.29 -4.71 1.56
C 3.83 -0.01 2.08
H -1.05 3.42 -1.00
C -3.12 0.93 -2.02
H -1.99 8.47 1.47
H -1.68 2.74 -5.91
H -11.19 -5.85 0.11
C -0.94 0.09 -1.58
C -1.27 8.60 2.28
O 4.78 0.18 -5.79
O 2.63 1.41 -5.84
Br -0.46 0.39 8.27
Br 1.52 1.42 5.33
H -7.11 -0.65 3.78
H 7.03 -4.79 -0.56
H -9.19 1.27 -2.12
Br -2.15 0.39 2.16
H -8.52 -5.66 1.62
H 4.65 2.33 1.27
C -7.80 -1.45 3.97
Br -5.51 3.22 1.87
C -5.74 -3.48 -1.28
C -9.20 2.53 -3.89
C 5.10 -5.60 -0.10
Br 0.15 7.30 1.98
H 5.09 1.08 -0.47
Br 4.89 -6.36 -3.88
H -8.99 0.41 -3.65
H 4.72 -5.85 -1.08
H -10.24 2.41 -4.21
H 0.27 -1.03 6.37
H 2.45 -1.52 2.71
C -2.78 0.73 4.95
C 10.12 0.84 -1.35
H -0.06 2.29 -6.49
C 11.08 -5.14 0.59
Br -4.17 2.08 4.74
H 2.79 -0.41 6.40
H 4.98 2.70 -1.11
H 1.82 -0.44 1.45
H 9.11 -0.89 -0.57
H -8.58 2.72 -4.76
O 3.04 -0.40 -4.23
C -0.63 4.30 -7.00
H -7.54 4.59 2.34
C -7.61 3.13 3.92
H -6.74 -3.24 -0.92
N 3.16 1.66 -0.89
C 2.71 -0.97 1.80
C 0.94 1.52 -0.88
C 0.81 -0.63 7.21
H 2.38 0.83 7.59
C 6.55 -4.55 -5.37
H -0.79 0.37 4.22
H 1.17 1.70 2.46
H 3.04 -1.64 1.02
H 5.56 -6.48 0.34
H 6.27 -4.04 0.85
H -5.74 -5.34 -0.22
C -7.85 -2.45 2.85
H 8.48 -0.34 -2.13
H 1.14 -1.44 7.85
H 6.31 -6.62 -5.87
H -8.16 3.68 4.67
H -0.84 4.00 -8.02
O 3.48 1.25 2.56
H -0.38 1.80 1.53
H -8.79 -1.04 4.16
S 3.71 0.65 -4.96
Br -6.82 1.29 -2.88
C 1.99 0.22 6.79
H -0.50 5.02 2.44
N 1.41 1.86 0.38
H 10.58 -7.17 1.07
H -8.32 -3.38 3.13
H -6.97 2.42 4.40
H 7.18 -4.60 -4.49
C 4.42 1.82 -3.81
C 10.11 -6.29 0.65
H 12.01 -5.45 0.12
C -2.25 -0.15 -1.97
C -6.86 4.08 3.01
Br -3.48 -5.23 -1.24
*
```

Mulliken population analysis, charges in e, atoms 1 to 99: -0.61 0.20 0.34 0.61 -0.13 -0.16 -0.13 0.38 -0.11 0.16 -0.09 -0.67 0.38 -0.17 -0.61 -0.14 0.69 0.48 0.25 -0.12 -1.16 0.36 0.60 0.36 0.31 -0.42 0.34 0.40 -0.51 0.33 -0.16 0.18 -0.57 -0.07 0.27 -0.67 0.60 -0.16 0.15 -0.57 -0.02 0.37 -0.08 0.23 0.24 -0.52 0.23 -0.02 -0.14 -0.22 0.38 0.67 0.14 -0.32 -0.54 0.14 0.53 0.39 0.07 -1.36 -0.62 0.47 0.37 0.01 -0.15 0.56 0.63 -0.92 -0.13 0.38 0.80 0.75 -0.51 0.38 0.44 0.42 -0.18 -0.57 -0.65 -0.45 -0.14 -0.04 0.29 0.18 0.37 -0.12 0.17 0.36 -0.67 -0.05 -0.45 -0.60 -0.21 -0.13 -0.24 -0.12 0.34 -0.04 0.36

Entry 2:
Here is 13 unconnected molecules or ions with the total composition C43H74F3O39 from the OMol25 dataset. Energies are from wB97M-V/def2-TZVPD.

**M**: 1272.02 u
**Strongest force on any atom**: 0.0725 Eh/bohr
**E_HOMO**: 1.56 eV
**LUMO level**: 4.13 eV

```
! wB97M-V def2-TZVPD RIJCOSX def2/J DEFGRID3
* xyz -3 1
H -15.33 17.88 -13.96
C -29.05 14.78 -10.04
H -24.23 18.91 -5.65
C -25.24 17.13 -14.74
H -23.44 15.98 -8.92
H -30.50 15.06 -7.82
H -15.59 19.37 -12.98
H -24.73 17.32 -17.50
H -25.94 12.13 -7.75
O -24.40 16.57 -15.61
O -28.31 15.16 -9.16
F -24.73 13.38 -11.51
C -22.67 13.65 -10.27
C -25.96 18.72 -8.34
H -19.58 11.19 -18.65
H -23.09 11.49 -12.21
O -26.55 18.37 -4.23
H -24.87 12.23 -14.83
H -27.50 15.00 -12.87
C -27.50 15.05 -11.79
C -23.78 9.28 -14.40
C -26.57 10.13 -4.07
C -25.53 17.53 -3.73
C -21.84 12.09 -17.12
H -24.70 8.21 -16.82
C -24.55 14.99 -7.32
H -26.24 7.57 -10.15
H -31.95 14.45 -8.61
O -27.46 11.67 -15.86
H -26.35 18.13 -12.67
H -30.41 19.23 -5.74
O -28.94 12.53 -6.04
H -17.14 19.95 -5.47
H -27.31 13.16 -8.39
O -22.09 12.45 -10.29
H -25.43 17.16 -11.63
H -23.91 20.17 -6.78
O -25.65 18.98 -7.08
C -31.94 10.81 -5.67
O -18.93 18.24 -9.25
C -15.82 18.85 -13.92
H -30.78 12.52 -14.37
C -27.65 17.83 -4.71
H -30.14 17.56 -5.14
H -30.06 12.23 -15.91
O -27.23 9.36 -10.05
O -28.82 14.68 -11.32
O -24.84 11.44 -5.73
H -24.73 13.91 -14.44
O -24.67 17.16 -13.56
H -32.39 11.60 -5.07
H -20.08 18.27 -11.52
O -27.30 18.79 -8.41
C -23.65 8.27 -16.54
H -23.86 15.52 -6.66
C -24.05 15.09 -8.78
O -19.21 18.20 -13.42
O -20.97 12.01 -16.12
H -20.49 9.74 -18.97
H -32.50 10.64 -6.58
O -28.72 12.93 -14.45
H -25.25 15.04 -3.59
O -16.67 19.05 -7.76
C -27.97 18.24 -9.52
O -17.54 17.90 -11.95
O -23.28 13.90 -8.94
O -30.61 13.08 -4.65
C -20.13 17.70 -12.45
C -20.49 18.93 -6.08
H -25.95 8.62 -11.52
C -25.32 17.82 -12.49
C -24.25 19.14 -6.71
C -23.74 10.65 -12.47
H -27.16 13.54 -6.04
O -19.38 19.69 -4.07
H -26.01 16.74 -3.16
C -17.94 18.19 -13.03
C -26.42 10.36 -9.73
H -26.78 14.38 -11.33
O -27.82 16.66 -4.96
H -24.94 17.09 -4.54
O -24.89 13.23 -4.48
C -29.85 12.20 -14.84
H -25.27 13.55 -16.09
H -23.35 7.30 -16.12
H -21.89 14.43 -10.22
H -29.82 11.14 -14.60
H -20.40 12.71 -14.30
C -28.16 13.66 -5.66
C -25.29 13.21 -15.06
H -26.01 9.31 -3.62
C -19.26 19.45 -5.28
C -19.04 18.50 -8.04
C -25.18 11.95 -4.70
H -27.49 18.42 -10.49
O -27.19 11.33 -9.23
H -28.91 18.78 -9.55
H -27.99 17.15 -9.41
O -28.49 18.78 -5.09
H -23.37 9.89 -11.78
H -24.85 18.09 -3.09
O -25.24 10.39 -9.90
F -22.94 13.81 -12.69
O -21.56 18.90 -5.43
H -27.31 16.07 -11.47
H -15.46 19.51 -14.71
H -24.81 18.73 -12.19
O -25.26 18.54 -9.30
O -30.35 14.53 -9.83
H -29.54 18.10 -6.73
C -30.88 14.31 -8.53
H -24.80 10.84 -12.34
O -17.23 18.78 -14.00
H -20.37 13.95 -15.58
H -27.58 7.88 -11.35
O -26.32 17.59 -15.03
O -21.64 11.16 -18.07
H -26.18 13.77 -2.97
C -26.72 8.28 -10.83
O -25.99 11.41 -3.79
H -27.48 10.24 -3.47
O -26.60 13.27 -14.51
H -20.06 10.10 -17.31
H -19.86 16.66 -12.24
C -20.36 10.55 -18.25
H -24.51 13.79 -2.49
O -23.35 10.38 -13.83
H -26.75 9.86 -5.10
H -25.52 15.49 -7.19
H -21.91 13.46 -14.90
H -31.99 9.88 -5.09
H -21.13 17.97 -7.90
H -23.59 18.47 -7.25
H -25.90 12.91 -9.38
C -30.12 12.36 -5.48
H -24.24 15.61 -17.44
C -20.92 13.10 -15.17
C -27.57 12.55 -15.05
C -17.99 19.50 -5.98
C -29.71 18.40 -5.69
H -21.13 17.63 -12.89
C -25.17 13.99 -3.33
H -25.84 16.03 -17.06
C -17.86 19.04 -7.28
H -28.09 13.74 -4.57
C -23.55 14.04 -11.50
H -28.65 14.58 -5.99
F -23.87 15.38 -11.54
H -24.78 13.97 -7.03
O -24.49 8.43 -13.92
C -20.28 18.38 -7.38
H -23.03 8.27 -17.44
O -22.74 12.87 -17.26
O -30.60 11.18 -5.93
H -30.64 13.29 -8.24
O -23.32 9.29 -15.65
C -26.52 12.45 -8.61
H -24.95 15.06 -9.40
C -24.82 16.39 -16.95
*
```

Mulliken population analysis, charges in e, atoms 1 to 99: 0.27 0.89 0.21 0.75 0.43 0.15 0.33 0.29 0.27 -0.13 -0.45 -0.08 -0.66 0.90 0.31 0.02 -0.30 -0.13 0.02 0.51 0.64 -0.72 -0.58 0.86 0.30 -1.03 0.27 0.27 -0.60 0.50 0.26 0.21 0.36 -0.68 -0.92 -0.11 0.37 -0.26 -0.80 -0.52 -0.68 0.27 0.80 0.31 0.30 -0.39 -0.48 -0.55 -0.18 -0.03 0.37 0.29 -0.37 -0.79 0.36 0.71 -0.32 -0.35 0.27 0.25 -0.14 -0.50 -0.83 0.31 -0.46 -0.24 -0.61 -0.37 0.31 0.09 -0.62 -0.66 -0.51 -0.28 -0.78 0.38 0.72 0.73 0.05 -0.40 0.07 -0.09 -0.84 0.52 0.34 0.28 0.31 0.24 -0.53 -0.32 0.29 0.48 -0.05 0.84 0.15 -0.41 0.32 -0.44 -0.38

Entry 3:
Here is 3 unconnected molecules or ions with the total composition C43H74F5N6OPS from the OMol25 dataset. Energies are from wB97M-V/def2-TZVPD.

**M**: 849.14 u
**Strongest force on any atom**: 0.0675 Eh/bohr
**E_HOMO**: -7.50 eV
**LUMO level**: 0.36 eV

```
! wB97M-V def2-TZVPD RIJCOSX def2/J DEFGRID3
* xyz 0 1
H -9.48 3.51 2.90
H 2.23 1.10 -2.09
C 1.56 -4.58 7.90
C 4.21 -1.06 0.27
N 2.73 -3.86 5.74
H -4.93 3.23 -2.75
C -2.26 0.11 -1.35
H -0.89 3.72 3.11
H -2.62 -3.62 -5.47
C -9.64 5.22 1.60
H -1.91 -0.32 -4.09
H -0.17 -0.28 2.94
H 2.94 -4.09 3.00
C -1.86 -2.49 -3.78
C 7.46 -0.01 -1.67
H -10.28 3.19 1.39
C -3.43 1.81 -3.68
N 1.89 1.04 -3.05
H -9.10 2.76 -0.57
C 4.60 -0.81 1.77
F 7.12 1.44 -4.53
H 1.59 -2.99 3.31
C 0.06 -0.76 0.18
H 3.16 -5.55 6.87
H 1.35 -3.62 8.38
F 7.84 -1.14 -4.89
H -5.34 4.88 2.01
H -7.12 1.27 -0.46
H 5.63 -1.36 -2.93
C 6.79 -0.83 -0.48
H -0.83 -3.30 -2.45
H 1.69 -5.31 8.71
H -0.26 -1.02 -4.00
C -4.71 -0.87 -2.83
H -2.33 1.87 -3.91
H -3.38 4.00 -3.37
H -10.67 5.48 1.83
C -0.95 0.04 0.86
H 2.35 -2.63 -4.06
H -6.05 2.69 -0.50
H -9.01 5.82 2.26
H -4.72 3.46 -4.51
O 1.50 -0.60 -5.38
H 5.48 0.73 3.06
H 3.53 -0.49 -5.71
H 1.28 -4.62 2.74
C 1.92 -4.02 3.39
H -3.94 -2.84 -4.53
H -7.12 3.35 3.05
H 1.55 1.99 -3.25
C -9.42 3.72 1.82
C 2.81 -1.34 -0.10
C -8.16 3.16 -0.18
H 3.92 1.24 2.32
H -2.88 -1.82 -5.68
H 2.95 1.62 -4.78
C 1.24 -1.83 6.17
H -3.71 0.62 1.63
H 1.08 -1.84 7.25
C 8.48 -0.86 -2.52
F 9.02 1.94 -3.37
H -2.68 2.13 1.41
C -6.98 3.47 1.97
H 6.72 0.54 -2.30
N 1.04 -1.93 -1.88
C 2.82 -0.56 -4.83
H -9.45 5.52 0.57
H 3.85 -1.27 2.48
H -1.84 0.39 2.87
H 6.97 -0.29 0.49
C -1.29 -1.04 -3.52
C 1.84 -4.54 4.81
C -6.39 4.86 1.71
H 0.94 -1.96 -2.90
H 5.52 1.23 1.33
H 3.36 -2.01 6.48
F 9.08 1.39 -5.49
P -3.82 0.69 -2.19
H -4.69 -0.95 -3.94
H 7.30 -1.84 -0.45
H 3.99 0.88 -3.53
H 1.08 0.28 -5.35
H 5.56 -1.37 1.97
C 4.86 -1.33 -2.13
H 1.20 -0.78 5.86
H 2.11 -5.60 4.79
C 2.61 -2.41 5.79
C 8.44 1.12 -4.29
H -0.56 2.22 1.49
C 5.26 -1.06 -0.74
C -2.91 -2.66 -4.95
C 8.63 -0.42 -4.01
H -4.03 1.70 0.22
C 0.02 -1.14 -1.24
H 0.79 -4.50 5.14
H -5.79 -0.71 -2.54
C -7.04 2.32 -0.78
F 9.95 -0.71 -4.39
H -7.10 2.35 -1.87
H -2.05 2.42 3.55
H 3.62 -4.06 7.62
H 9.50 -0.92 -2.07
C -0.82 0.43 2.37
C -0.95 2.64 3.44
C -3.22 1.30 0.87
C 3.19 -1.87 -4.03
C 2.38 -1.62 -1.47
H -6.22 2.73 1.72
C -1.17 -0.68 -1.99
H 0.68 -4.89 7.33
H 2.89 -2.01 4.82
H 8.10 -1.93 -2.55
N -1.53 -3.56 -3.16
N -8.21 3.12 1.28
H -8.07 4.18 -0.56
H -4.38 -1.80 -2.29
H 8.07 0.79 -1.15
H -0.38 2.56 4.40
N -0.27 1.83 2.40
H 4.13 -2.35 -4.41
C 3.45 -1.61 -2.50
H -6.42 5.14 0.65
C 4.89 0.71 2.09
H -3.90 1.29 -4.57
H -6.89 5.63 2.29
C 2.99 0.78 -4.02
C -2.13 0.48 0.08
C -4.15 3.21 -3.57
H 0.42 -2.34 5.68
C 2.82 -4.52 7.04
S 1.48 -1.34 1.16
*
```

Mulliken population analysis, charges in e, atoms 1 to 99: 0.35 0.14 -0.96 0.19 0.10 0.03 0.29 0.32 0.41 -0.95 0.22 0.25 0.30 0.96 -0.64 0.41 -0.62 -0.24 0.47 -0.10 -0.18 -0.39 0.67 0.42 0.23 -0.29 0.39 0.28 0.25 -0.63 0.39 0.39 -0.52 -1.38 0.37 0.28 0.39 -0.66 0.42 -0.03 0.22 0.32 -0.67 0.33 0.34 0.44 -0.64 0.26 0.33 0.27 -0.69 0.43 -0.56 0.27 0.32 0.50 -1.10 0.28 0.33 -1.08 -0.25 0.09 -0.56 0.39 -0.06 0.61 0.28 -0.61 0.32 0.33 -0.70 -0.42 -1.09 0.16 0.30 0.39 -0.28 0.87 0.28 0.30 0.19 0.32 0.52 -0.14 0.41 0.44 0.09 0.59 0.42 0.32 -1.28 0.78 -0.47 -0.42 0.24 0.40 -1.02 -0.33 0.50

Question: What is the LUMO level in the third record?
Answer: 0.36 eV

Question: What is the E_HOMO in the first record?
Answer: -10.96 eV

Question: Look up the E_HOMO of the third one.
Answer: -7.50 eV